Molecular formula: CH4O2S
Method: DFT, wB97M-V/def2-TZVPD

Its gap between HOMO and LUMO (spin up / spin down) is 5.79 / 9.83 eV. For the LUMO energy (spin up / spin down), the calculation gives -1.0710 / 0.7544 eV. The calculation puts the HOMO energy (spin up / spin down) at -6.864 / -9.072 eV. The calculation puts the energy at -589.026394 Eh. The energy above the lowest of the compared OMol25 structures with the same formula, charge and spin comes out at 371.5 kJ/mol. The charge is 0.

Geometry (Å):
1 C 0.563 -0.322 -0.896
2 O 0.092 0.235 -2.027
3 O 0.098 -0.373 1.668
4 S -0.217 0.906 2.398
5 H 0.297 -1.324 -0.607
6 H -0.634 -0.285 -2.396
7 H 1.400 0.179 -0.452
8 H -1.599 0.983 2.312

Cartesian forces, eV/Å:
0.150 -0.285 0.327
-0.300 0.130 -0.360
0.047 -0.196 -0.145
-0.621 0.245 0.107
-0.074 -0.075 -0.139
0.171 0.044 0.152
0.145 0.114 -0.046
0.482 0.023 0.103

Results of the Löwdin charge analysis, in e, for atoms 1 through 6: atom 1 (C): -0.102, atom 2 (O): -0.044, atom 3 (O): -0.694, atom 4 (S): 0.746, atom 5 (H): 0.055, atom 6 (H): 0.099